[1]
{"formula": "C40H53N10O5P", "method": "wB97M-V/def2-TZVPD", "symbols": ["O", "H", "H", "H", "P", "O", "O", "O", "O", "N", "C", "C", "C", "C", "H", "H", "H", "H", "H", "N", "C", "C", "C", "C", "H", "H", "H", "H", "H", "N", "C", "C", "C", "C", "H", "H", "H", "H", "H", "N", "C", "C", "C", "C", "H", "H", "H", "H", "H", "N", "C", "C", "C", "C", "H", "H", "H", "H", "H", "N", "C", "C", "C", "C", "H", "H", "H", "H", "H", "N", "C", "C", "C", "C", "H", "H", "H", "H", "H", "N", "C", "C", "C", "C", "H", "H", "H", "H", "H", "N", "C", "C", "C", "C", "H", "H", "H", "H", "H", "N", "C", "C", "C", "C", "H", "H", "H", "H", "H"], "positions_angstrom": [[44.72, 17.17, 32.79], [45.45, 17.89, 32.87], [43.93, 17.61, 32.42], [44.30, 17.10, 33.59], [42.31, 18.98, 33.54], [43.24, 20.18, 33.79], [42.91, 17.66, 34.29], [42.66, 18.52, 32.20], [40.87, 19.14, 33.70], [39.13, 18.68, 35.50], [37.73, 18.71, 35.51], [37.26, 18.00, 36.62], [38.61, 17.44, 37.27], [39.61, 17.91, 36.52], [39.60, 19.04, 34.81], [37.17, 19.00, 34.84], [36.33, 18.05, 36.96], [38.88, 16.90, 38.34], [40.71, 17.94, 36.50], [43.60, 22.64, 33.37], [42.73, 23.62, 33.90], [43.31, 24.84, 33.67], [44.54, 24.55, 32.93], [44.58, 23.31, 32.64], [43.38, 21.63, 33.47], [41.88, 23.45, 34.56], [42.79, 25.73, 33.91], [45.10, 25.41, 32.56], [45.38, 22.74, 32.17], [39.58, 21.42, 33.62], [39.69, 22.16, 32.53], [39.11, 23.34, 32.82], [38.81, 23.34, 34.21], [39.15, 22.12, 34.74], [40.10, 20.50, 33.75], [40.36, 21.83, 31.58], [39.09, 24.37, 32.11], [38.31, 24.01, 34.67], [39.11, 21.77, 35.89], [43.39, 21.10, 36.04], [44.24, 22.08, 36.41], [43.90, 22.35, 37.80], [42.88, 21.19, 38.19], [42.52, 20.58, 37.03], [43.26, 20.70, 35.08], [44.74, 22.61, 35.55], [44.37, 23.00, 38.45], [42.56, 20.92, 39.08], [41.81, 19.89, 36.89], [42.19, 19.85, 30.15], [42.46, 21.21, 30.20], [42.09, 21.70, 29.02], [41.40, 20.62, 28.25], [41.38, 19.48, 28.98], [42.38, 19.31, 30.98], [42.87, 21.46, 31.09], [42.22, 22.80, 28.82], [40.71, 20.72, 27.28], [41.10, 18.62, 29.00], [43.17, 17.00, 36.74], [43.90, 17.60, 37.67], [44.00, 16.92, 38.89], [42.92, 15.75, 38.59], [42.62, 15.85, 37.25], [43.03, 17.37, 35.66], [44.45, 18.51, 37.47], [44.28, 17.28, 39.87], [42.65, 15.13, 39.32], [41.98, 15.38, 36.61], [42.52, 16.74, 30.40], [42.03, 15.41, 30.31], [42.39, 14.87, 29.11], [43.30, 15.94, 28.44], [43.37, 17.01, 29.31], [42.46, 17.38, 31.23], [41.56, 14.98, 31.16], [42.28, 13.87, 28.70], [44.03, 15.98, 27.65], [44.08, 17.97, 29.28], [45.56, 19.90, 33.28], [46.10, 19.60, 32.06], [47.47, 19.19, 32.26], [47.44, 18.92, 33.78], [46.29, 19.42, 34.33], [44.54, 20.17, 33.46], [45.55, 19.83, 31.06], [48.17, 18.82, 31.50], [48.25, 18.62, 34.39], [46.22, 19.44, 35.28], [42.06, 15.36, 33.98], [40.64, 15.08, 34.33], [40.66, 13.70, 34.16], [42.01, 13.15, 33.81], [42.78, 14.26, 33.59], [42.37, 16.39, 34.20], [40.01, 16.06, 34.56], [39.80, 13.04, 34.26], [42.38, 12.19, 33.51], [43.73, 14.47, 33.05], [38.76, 18.36, 32.33], [38.02, 17.22, 32.62], [37.10, 17.05, 31.69], [37.31, 18.16, 30.65], [38.40, 18.87, 31.09], [39.50, 18.81, 33.08], [38.39, 16.58, 33.43], [36.25, 16.31, 31.77], [36.75, 18.33, 29.54], [39.14, 19.66, 30.58]], "homo_lumo_gap_ev": 7.86, "lumo_energy_ha": 0.162, "molar_mass_g_mol": 784.9, "relative_energy_kj_mol": 132.75, "charge": -2}



[2]
{"formula": "C40H53N5O5P2W", "method": "wB97M-V/def2-TZVPD", "symbols": ["W", "N", "C", "O", "C", "C", "H", "H", "H", "H", "H", "H", "C", "O", "C", "C", "O", "C", "H", "H", "H", "H", "H", "H", "H", "H", "H", "H", "N", "P", "C", "C", "C", "C", "C", "C", "C", "C", "C", "C", "C", "C", "P", "C", "C", "C", "C", "C", "C", "C", "C", "C", "C", "C", "C", "H", "H", "H", "H", "H", "H", "H", "H", "H", "H", "H", "H", "H", "H", "H", "H", "H", "H", "H", "H", "H", "C", "C", "O", "O", "H", "H", "H", "C", "C", "N", "C", "N", "C", "C", "C", "N", "C", "H", "H", "H", "H", "H", "H", "H", "H", "H", "H", "H", "H", "H"], "positions_angstrom": [[0.45, -0.69, -0.38], [-4.36, 0.63, 0.74], [-2.28, 0.22, -0.40], [-0.88, 0.53, -0.12], [-2.19, -0.18, -1.85], [-1.06, -1.23, -1.88], [-4.95, 1.33, 1.17], [-4.92, 0.24, -0.02], [-1.93, 0.68, -2.47], [-3.14, -0.59, -2.22], [-0.62, -1.28, -2.87], [-1.46, -2.22, -1.64], [2.29, 1.30, 1.75], [1.51, 1.19, 0.54], [1.04, 2.48, 0.09], [1.26, 2.57, -1.40], [0.78, 1.37, -1.97], [0.71, 1.39, -3.38], [1.68, 1.78, 2.52], [3.18, 1.89, 1.54], [2.58, 0.30, 2.07], [1.61, 3.26, 0.60], [-0.01, 2.58, 0.36], [2.32, 2.69, -1.64], [0.71, 3.43, -1.79], [-0.03, 2.12, -3.71], [0.42, 0.40, -3.72], [1.68, 1.65, -3.81], [-1.66, -0.49, 2.40], [-1.33, 1.23, 2.52], [-2.17, 1.51, 4.10], [-3.50, 1.15, 4.31], [-4.10, 1.38, 5.54], [-3.37, 1.98, 6.57], [-2.05, 2.34, 6.36], [-1.45, 2.10, 5.13], [-2.50, 2.03, 1.35], [-2.68, 3.37, 1.53], [-3.32, 4.19, 0.58], [-3.74, 3.63, -0.66], [-3.61, 2.31, -0.89], [-3.17, 1.33, 0.17], [-0.80, -1.69, 1.64], [0.19, -2.50, 2.91], [0.95, -1.70, 3.76], [1.70, -2.27, 4.77], [1.69, -3.65, 4.94], [0.94, -4.46, 4.10], [0.18, -3.88, 3.08], [-2.07, -2.90, 1.13], [-3.39, -2.69, 1.53], [-4.38, -3.60, 1.21], [-4.07, -4.73, 0.47], [-2.76, -4.94, 0.05], [-1.77, -4.04, 0.37], [-2.20, -0.82, 3.19], [-4.08, 0.71, 3.51], [-5.13, 1.10, 5.70], [-3.84, 2.16, 7.52], [-1.49, 2.81, 7.16], [-0.41, 2.38, 4.98], [-2.28, 3.84, 2.42], [-3.46, 5.24, 0.78], [-4.16, 4.28, -1.42], [-3.95, 1.88, -1.83], [-2.54, -0.67, 0.16], [0.94, -0.62, 3.64], [2.28, -1.65, 5.43], [2.27, -4.10, 5.73], [0.91, -5.53, 4.25], [-0.43, -4.52, 2.45], [-3.67, -1.79, 2.06], [-5.40, -3.42, 1.53], [-4.85, -5.44, 0.21], [-2.52, -5.83, -0.53], [-0.76, -4.23, 0.05], [2.95, -3.67, 0.83], [2.00, -2.59, 0.47], [0.94, -2.81, -0.22], [2.15, -1.39, 0.81], [3.11, -4.32, -0.03], [2.50, -4.27, 1.63], [3.88, -3.25, 1.18], [1.70, -2.99, -5.39], [1.08, -3.68, -4.20], [1.24, -2.84, -3.03], [2.15, -1.86, -2.88], [2.07, -1.02, -1.84], [3.22, -0.11, -1.69], [4.52, -0.79, -2.08], [4.42, -1.13, -3.54], [3.13, -1.77, -3.81], [3.11, -2.60, -5.02], [1.13, -2.09, -5.64], [1.70, -3.63, -6.26], [1.55, -4.66, -4.04], [0.01, -3.85, -4.36], [0.62, -2.97, -2.25], [3.26, 0.24, -0.67], [3.09, 0.77, -2.33], [4.66, -1.69, -1.48], [5.37, -0.13, -1.90], [5.20, -1.84, -3.84], [4.52, -0.25, -4.17], [3.73, -3.50, -4.85], [3.59, -2.02, -5.81]], "multiplicity": 3, "homo_lumo_gap_ev": [6.04, 7.17], "lumo_energy_ha": [-0.204, -0.214], "molar_mass_g_mol": 929.7, "s_squared": 2.048, "relative_energy_kj_mol": 246.73, "charge": 2}



[3]
{"formula": "C40H53N6O14", "method": "wB97M-V/def2-TZVPD", "symbols": ["C", "C", "N", "C", "C", "N", "C", "C", "H", "H", "H", "H", "H", "H", "H", "H", "H", "H", "H", "O", "C", "C", "O", "H", "H", "H", "H", "C", "C", "C", "C", "C", "C", "O", "O", "H", "H", "H", "H", "H", "H", "C", "C", "C", "C", "C", "C", "O", "O", "H", "H", "H", "H", "H", "H", "C", "C", "C", "C", "C", "C", "O", "O", "H", "H", "H", "H", "H", "H", "C", "C", "C", "C", "C", "C", "O", "O", "H", "H", "H", "H", "H", "H", "C", "C", "C", "C", "C", "C", "O", "O", "H", "H", "H", "H", "H", "H", "C", "O", "N", "N", "H", "H", "H", "H", "C", "O", "N", "N", "H", "H", "H", "H"], "positions_angstrom": [[0.31, 5.80, -0.74], [1.87, 5.46, -0.71], [2.08, 4.15, -1.27], [1.30, 3.04, -0.93], [1.95, 1.98, -1.61], [2.92, 2.50, -2.48], [2.85, 3.84, -2.36], [3.69, 1.84, -3.43], [-0.37, 5.09, -0.28], [-0.05, 6.08, -1.73], [0.15, 6.76, -0.25], [2.31, 5.46, 0.29], [2.38, 6.23, -1.29], [0.52, 3.18, -0.19], [1.98, 0.90, -1.50], [3.36, 4.53, -3.02], [4.62, 2.37, -3.62], [3.28, 1.72, -4.43], [3.89, 0.82, -3.09], [0.28, -1.31, 0.64], [0.50, -0.04, 1.14], [-0.44, 0.58, 2.28], [-0.72, 0.04, 3.52], [0.34, 0.69, 0.34], [1.56, -0.03, 1.37], [-1.40, 0.57, 1.76], [-0.31, 1.66, 2.38], [1.12, -3.96, -2.19], [0.85, -5.03, -3.08], [1.46, -6.23, -3.00], [2.22, -6.56, -1.80], [2.40, -5.52, -0.92], [1.89, -4.24, -1.13], [2.02, -3.26, -0.09], [1.26, -7.13, -4.01], [0.75, -2.95, -2.33], [0.17, -4.77, -3.88], [2.67, -7.52, -1.59], [2.94, -5.79, -0.02], [1.46, -2.48, -0.14], [1.75, -7.95, -4.00], [7.08, -2.08, -1.58], [6.29, -2.84, -0.80], [5.20, -2.39, -0.11], [4.89, -1.04, -0.25], [5.74, -0.20, -1.09], [6.82, -0.71, -1.70], [7.59, 0.23, -2.36], [4.50, -3.23, 0.74], [7.94, -2.52, -2.08], [6.60, -3.88, -0.81], [4.07, -0.61, 0.30], [5.54, 0.86, -1.03], [7.09, 1.04, -2.46], [3.58, -3.01, 0.57], [-2.96, -1.99, -3.96], [-1.98, -1.85, -3.04], [-0.92, -1.02, -3.28], [-0.81, -0.35, -4.51], [-1.87, -0.52, -5.46], [-2.94, -1.36, -5.22], [-3.97, -1.58, -6.12], [-0.02, -0.78, -2.28], [-3.71, -2.77, -3.93], [-2.03, -2.35, -2.08], [0.14, 0.08, -4.78], [-1.66, -0.22, -6.47], [-4.85, -1.60, -5.73], [0.01, -1.05, -1.36], [-3.31, -0.70, 0.47], [-4.57, -0.02, 0.37], [-5.76, -0.69, 0.78], [-5.63, -2.07, 1.08], [-4.41, -2.76, 1.20], [-3.25, -2.01, 0.87], [-2.02, -2.69, 0.85], [-6.95, -0.07, 0.94], [-2.43, -0.25, 0.04], [-4.43, 1.01, 0.07], [-6.57, -2.52, 1.37], [-4.30, -3.74, 1.64], [-1.26, -2.22, 0.48], [-6.93, 0.47, 1.73], [-2.94, 5.71, 2.15], [-4.25, 5.72, 1.61], [-4.96, 4.47, 1.67], [-4.38, 3.31, 2.28], [-3.22, 3.46, 2.98], [-2.46, 4.59, 2.88], [-1.22, 4.52, 3.48], [-6.16, 4.25, 1.14], [-2.30, 6.53, 1.84], [-4.56, 6.56, 1.02], [-5.02, 2.44, 2.33], [-2.81, 2.72, 3.65], [-1.23, 3.73, 4.04], [-6.54, 3.45, 1.52], [-4.22, -0.22, 4.84], [-5.21, -0.45, 5.49], [-4.13, 0.40, 3.65], [-2.98, -0.46, 5.31], [-5.02, 0.70, 3.27], [-3.22, 0.54, 3.25], [-2.30, -0.16, 4.62], [-2.89, -0.52, 6.31], [3.19, -1.15, 4.38], [2.64, -2.14, 3.96], [2.94, -0.01, 3.87], [3.90, -1.06, 5.49], [3.21, 0.71, 4.51], [2.26, -0.05, 3.12], [3.92, -1.83, 6.13], [4.57, -0.31, 5.55]], "multiplicity": 2, "homo_lumo_gap_ev": [3.96, 4.87], "lumo_energy_ha": [0.140, 0.139], "molar_mass_g_mol": 841.9, "s_squared": 0.756, "charge": -2}



[4]
{"formula": "C40H53N7O14", "method": "wB97M-V/def2-TZVPD", "symbols": ["C", "C", "C", "C", "C", "C", "N", "O", "C", "C", "C", "H", "H", "H", "H", "H", "H", "H", "H", "H", "H", "H", "H", "H", "H", "H", "H", "H", "H", "C", "O", "O", "O", "H", "C", "C", "C", "C", "C", "C", "N", "O", "O", "H", "H", "H", "H", "H", "C", "C", "C", "C", "C", "C", "N", "O", "O", "H", "H", "H", "H", "H", "C", "C", "C", "C", "C", "C", "N", "O", "O", "H", "H", "H", "H", "H", "C", "C", "C", "C", "C", "C", "N", "O", "O", "H", "H", "H", "H", "H", "C", "O", "N", "C", "C", "H", "H", "H", "H", "H", "H", "H", "C", "O", "N", "C", "C", "H", "H", "H", "H", "H", "H", "H"], "positions_angstrom": [[-4.07, -4.20, 1.79], [-3.09, -3.32, 1.16], [-1.66, -3.52, 1.71], [-0.95, -4.68, 0.84], [-0.89, -4.28, -0.62], [-2.30, -4.25, -1.16], [-3.17, -3.31, -0.33], [-4.13, -2.74, -0.87], [-2.93, -5.71, -1.29], [-2.22, -3.77, -2.60], [-3.56, -1.85, 1.55], [-3.72, -5.28, 1.61], [-5.06, -4.08, 1.38], [-4.38, -3.95, 2.77], [-1.49, -3.69, 2.83], [-1.17, -2.53, 1.53], [-1.25, -5.84, 0.94], [-0.03, -4.77, 1.16], [-0.14, -4.75, -1.23], [-0.47, -3.31, -0.42], [-2.77, -6.29, -0.43], [-2.58, -6.39, -2.00], [-3.95, -5.90, -1.62], [-3.18, -3.83, -2.94], [-1.47, -4.47, -3.17], [-1.85, -2.90, -2.45], [-3.10, -1.60, 2.64], [-4.62, -1.77, 1.55], [-2.98, -1.05, 1.03], [-0.45, -0.17, -0.10], [0.66, -0.38, 0.32], [-1.01, 1.12, 0.00], [-1.14, -1.04, -0.64], [-0.21, 1.54, 0.41], [5.16, 1.64, 3.95], [4.43, 2.64, 4.83], [3.15, 3.21, 4.30], [2.50, 2.63, 2.98], [3.25, 1.48, 2.37], [4.59, 1.14, 2.80], [1.22, 3.12, 2.46], [0.68, 4.12, 2.98], [0.84, 2.75, 1.38], [6.22, 1.42, 4.11], [4.94, 2.90, 5.68], [2.54, 4.06, 4.75], [2.76, 0.96, 1.58], [5.33, 0.60, 2.33], [-2.38, 4.37, -2.46], [-1.04, 4.43, -1.78], [-0.28, 5.68, -2.10], [-0.77, 6.87, -2.96], [-2.12, 6.75, -3.65], [-2.89, 5.47, -3.19], [0.00, 8.16, -3.03], [-0.40, 9.14, -3.79], [1.14, 8.08, -2.67], [-3.08, 3.49, -2.26], [-0.58, 3.58, -1.17], [0.70, 5.72, -1.53], [-2.58, 7.65, -4.13], [-3.93, 5.30, -3.57], [2.19, 1.24, -2.39], [3.40, 2.10, -2.43], [3.46, 3.34, -3.41], [2.18, 3.74, -4.14], [0.94, 2.85, -4.08], [1.09, 1.62, -3.20], [2.13, 4.99, -5.01], [3.15, 5.73, -5.03], [1.10, 5.21, -5.60], [2.22, 0.47, -1.88], [4.19, 1.98, -1.92], [4.41, 3.87, -3.31], [0.22, 2.87, -4.77], [0.13, 1.01, -2.96], [5.74, -1.62, 0.09], [4.26, -1.57, 0.05], [3.39, -2.45, 1.00], [4.18, -3.51, 1.91], [5.67, -3.61, 1.60], [6.44, -2.59, 0.81], [3.48, -4.30, 2.89], [2.27, -4.49, 2.85], [4.20, -5.00, 3.63], [6.29, -0.81, -0.45], [3.80, -0.72, -0.43], [2.50, -2.26, 1.10], [6.30, -4.38, 2.15], [7.43, -2.66, 0.66], [-5.27, 1.63, -4.07], [-4.53, 2.48, -4.47], [-4.92, 0.68, -3.16], [-5.89, -0.39, -2.68], [-3.62, 0.64, -2.62], [-6.24, 1.63, -4.47], [-5.73, -0.32, -1.63], [-5.63, -1.44, -2.92], [-6.91, -0.33, -3.12], [-3.44, -0.24, -2.28], [-3.43, 1.27, -1.76], [-2.85, 0.91, -3.59], [-0.45, -1.32, 5.85], [-1.70, -1.00, 5.72], [0.45, -1.04, 4.90], [1.74, -1.43, 5.12], [0.32, -0.20, 3.62], [0.03, -1.94, 6.63], [1.90, -1.58, 6.26], [2.50, -0.67, 4.60], [1.92, -2.54, 4.61], [0.90, -0.67, 3.01], [0.52, 0.73, 3.81], [-0.57, -0.31, 3.35]], "homo_lumo_gap_ev": 4.86, "lumo_energy_ha": -0.137, "molar_mass_g_mol": 855.9, "relative_energy_kj_mol": 26.39}